Molecular formula: C6H14ClN
Method: DFT, wB97M-V/def2-TZVPD

The geometry in XYZ format:
```
22
Properties=species:S:1:pos:R:3:nbo_charge:R:1
C -1.13 -1.30 0.82 -0.6134
C -0.99 0.16 0.40 -0.2666
C -1.88 1.03 1.26 -0.3571
Cl -3.59 0.72 0.88 -0.0698
C 0.44 0.67 0.51 -0.1948
N 1.32 0.20 -0.60 -0.4710
C 1.16 0.87 -1.93 -0.4093
C 1.87 -1.17 -0.48 -0.3999
H -0.60 -1.54 1.76 0.1999
H -2.18 -1.56 0.96 0.2235
H -0.72 -1.90 0.03 0.2127
H -1.30 0.24 -0.62 0.2064
H -1.67 2.10 1.09 0.2130
H -1.70 0.79 2.30 0.2066
H 0.47 1.78 0.46 0.1910
H 0.87 0.41 1.48 0.1926
H 2.12 0.73 -2.47 0.1997
H 1.06 1.94 -1.89 0.2036
H 0.36 0.44 -2.53 0.1709
H 2.75 -1.29 -1.10 0.1950
H 2.14 -1.43 0.57 0.2033
H 1.18 -1.89 -0.88 0.1639
```

The energy above the lowest of the compared OMol25 structures with the same formula, charge and spin is 0.00 kcal per mole. Its SMILES is C[C@@H](CCl)CN(C)C. The calculation puts the energy at -751.926915 a.u. For the HOMO energy, the calculation gives -0.294 Ha. The gap between HOMO and LUMO comes out at 8.911 eV.

***

Molecular formula: C6H7NS
Method: DFT, wB97M-V/def2-TZVPD

The geometry in XYZ format:
```
15
Properties=species:S:1:pos:R:3:nbo_charge:R:1
C -0.57 2.55 -0.16 -0.1808
C -0.20 1.42 -0.27 -0.0432
C 0.14 0.06 -0.11 -0.0110
C 1.27 -0.23 -1.05 -0.6281
C 0.33 -0.46 1.33 -0.5892
S -1.22 -1.18 1.83 0.2860
C -1.70 -1.47 0.20 -0.1280
N -1.19 -0.87 -0.78 -0.3607
H -0.79 3.58 -0.23 0.2343
H 0.93 -0.34 -2.08 0.2435
H 1.73 -1.27 -0.87 0.2246
H 1.90 0.73 -1.12 0.2307
H 1.28 -1.04 1.41 0.2349
H 0.75 0.40 1.97 0.2606
H -2.66 -1.88 -0.07 0.2265
```

The energy above the lowest of the compared OMol25 structures with the same formula, charge and spin is 84.20 kcal per mole. Its SMILES is C#C[C@@]1(C)CSC=N1. The calculation puts the energy at -685.635698 a.u. For the HOMO energy, the calculation gives -0.335 Ha. The gap between HOMO and LUMO comes out at 9.915 eV.

***

Molecular formula: C6H5CdN2O6
Method: DFT, wB97M-V/def2-TZVPD

The geometry in XYZ format:
```
20
Properties=species:S:1:pos:R:3:nbo_charge:R:1
O -4.06 -0.59 0.27 -0.4713
C -3.27 -0.19 -0.47 0.4940
Cd -0.26 0.01 -0.08 1.3307
O -1.87 -1.20 2.56 -0.3565
C -1.66 -0.76 1.54 0.4095
C -0.16 0.83 -2.19 -0.0640
O 0.73 1.19 -2.88 -0.5257
C -0.66 2.25 0.71 0.4240
O -0.26 3.13 1.30 -0.3998
C -0.23 -2.20 -1.05 0.4224
O 0.36 -3.16 -1.20 -0.4013
H -1.29 0.83 -2.44 0.0933
N 3.85 -0.22 1.88 -0.7883
C 3.03 -0.01 0.84 0.8115
N 3.65 0.41 -0.31 -0.8127
O 1.77 -0.20 0.93 -0.8378
H 4.81 0.00 1.75 0.4005
H 3.53 -0.51 2.78 0.4279
H 3.13 0.58 -1.17 0.4386
H 4.66 0.51 -0.25 0.4049
```

The energy above the lowest of the compared OMol25 structures with the same formula, charge and spin is 0.00 kcal per mole. The calculation puts the energy at -960.025730 a.u. For the HOMO energy, the calculation gives -0.399 Ha. As for the total charge: +1. The gap between HOMO and LUMO comes out at 6.496 eV.

***

Molecular formula: C5H12
Method: DFT, wB97M-V/def2-TZVPD

The geometry in XYZ format:
```
17
Properties=species:S:1:pos:R:3:nbo_charge:R:1
C -2.38 -0.33 -5.19 -0.4072
C -2.58 -1.34 -4.37 -0.1648
C -3.93 -1.88 -3.96 -0.6462
H -1.42 -0.17 -5.68 0.1946
H -3.13 0.36 -5.57 0.1888
H -1.74 -1.99 -4.13 0.1897
H -3.91 -2.24 -2.94 0.2122
H -4.67 -1.09 -4.01 0.2115
H -4.16 -2.69 -4.66 0.2214
C 3.97 1.87 4.66 -0.6156
C 3.03 0.97 5.51 -0.6132
H 4.96 1.46 4.53 0.2064
H 3.97 2.91 5.00 0.2064
H 3.57 1.87 3.64 0.2025
H 3.56 0.17 6.03 0.2043
H 2.58 1.62 6.27 0.2047
H 2.27 0.50 4.90 0.2046
```

The energy above the lowest of the compared OMol25 structures with the same formula, charge and spin is 33.62 kcal per mole. Its SMILES is C=CC.CC. The calculation puts the energy at -197.655572 a.u. For the HOMO energy, the calculation gives -0.355 Ha. The gap between HOMO and LUMO comes out at 10.982 eV.

***

Molecular formula: C6H5O3S
Method: DFT, wB97M-V/def2-TZVPD

The geometry in XYZ format:
```
15
Properties=species:S:1:pos:R:3:nbo_charge:R:1
O 1.60 0.76 2.48 -0.5827
C 0.97 -0.05 1.79 0.3352
C 0.47 0.00 0.51 -0.1883
C 1.61 -0.70 -0.74 0.8647
O 1.53 -1.90 -0.78 -0.7189
O 2.31 0.12 -1.24 -0.6766
C -0.90 -0.58 0.17 -0.4698
C -1.52 0.18 -0.92 -0.2831
C -1.01 1.39 -1.05 -0.3466
S 0.46 2.03 -0.36 0.1583
H 0.78 -1.10 2.19 0.0993
H -1.47 -0.37 1.19 0.1692
H -1.02 -1.64 -0.05 0.2439
H -2.38 -0.21 -1.41 0.2022
H -1.43 2.06 -1.78 0.1931
```

The energy above the lowest of the compared OMol25 structures with the same formula, charge and spin is 40.34 kcal per mole. Its SMILES is O=C[C@@]1(C(=O)[O-])CC=CS1. The calculation puts the energy at -855.526932 a.u. For the HOMO energy, the calculation gives -0.150 Ha. As for the total charge: -1. The gap between HOMO and LUMO comes out at 7.469 eV.